No. 1
This record from the OMol25 dataset describes C35H56N6O4S as an isolated structure in a non-equilibrium geometry. The level of theory is ωB97M-V with the def2-TZVPD basis set.

Each line ends with the Löwdin charge.
Cartesian coordinates (Å):
C  3.04098  -0.64364  1.98766  -0.0904
C  3.80930  -1.11530  0.74115  -0.2471
C  3.57450  -0.23569  -0.48986  -0.2071
C  2.40730  -0.69811  -1.36950  -0.1939
C  1.02571  -0.17231  -0.99170  -0.2049
C  0.65744  1.18067  -1.61236  -0.2058
C  1.09991  2.40219  -0.81675  -0.1819
C  0.26755  2.74733  0.44469  -0.1763
C  -1.04836  1.98864  0.63430  -0.2214
C  -2.23415  2.57633  -0.12003  -0.1915
C  -3.52911  2.06378  0.51645  -0.2016
C  -4.73421  2.08545  -0.42187  -0.1072
C  -5.82719  1.18675  0.15410  -0.2833
O  -7.14441  1.81432  0.19831  -0.1704
S  -8.13294  0.97861  -0.75315  0.5965
O  -8.97798  0.14390  -0.01696  -0.1862
O  -8.74143  1.89120  -1.64106  -0.2220
O  -7.02910  0.09561  -1.49591  -0.1265
C  -6.07326  -0.16844  -0.43661  -0.2955
C  -4.90487  -1.06263  -0.78650  -0.1779
N  -4.94896  -2.26991  0.05144  0.0126
H  3.67605  -0.07713  2.65878  0.0679
H  2.21692  0.00501  1.71913  0.0449
H  2.66062  -1.49534  2.53817  0.0654
H  3.59554  -2.15391  0.52156  0.0943
H  4.86982  -1.05465  0.96480  0.0842
H  3.47478  0.79024  -0.15124  0.0927
H  4.47782  -0.28597  -1.09233  0.0972
H  2.60627  -0.49041  -2.41527  0.1046
H  2.37724  -1.78062  -1.28047  0.1006
H  0.88163  -0.13076  0.08261  0.0864
H  0.29870  -0.89413  -1.36096  0.1054
H  -0.40348  1.22973  -1.82439  0.0879
H  1.13749  1.24333  -2.58622  0.1073
H  2.12927  2.27348  -0.50978  0.0843
H  1.11693  3.25399  -1.48801  0.1035
H  -0.00057  3.79574  0.37827  0.0989
H  0.85974  2.63165  1.34681  0.1002
H  -1.31011  2.08232  1.68731  0.1130
H  -0.96645  0.92342  0.45485  0.0965
H  -2.22564  3.65461  -0.00356  0.1156
H  -2.22068  2.31511  -1.17326  0.1054
H  -3.74061  2.56813  1.45303  0.1054
H  -3.34482  1.02123  0.77533  0.1044
H  -4.46606  1.74281  -1.41548  0.1267
H  -5.15462  3.08632  -0.43996  0.1174
H  -5.56504  1.01759  1.19651  0.1520
H  -6.60175  -0.71739  0.34073  0.1425
H  -3.95161  -0.58090  -0.61629  0.1113
H  -4.98823  -1.35524  -1.83039  0.1267
H  -4.02282  -2.66263  0.15103  0.0691
H  -5.57170  -2.96291  -0.34179  0.0783
N  -7.56324  4.38865  -2.38780  0.0161
C  -7.32957  5.12330  -3.51423  -0.1389
C  -6.91224  6.37239  -3.12962  -0.1180
C  -6.89161  6.38836  -1.71024  -0.1169
C  -7.29768  5.14833  -1.28516  -0.1532
H  -7.88208  3.42829  -2.36048  0.0911
H  -7.47960  4.69816  -4.49190  0.1041
H  -6.65243  7.18212  -3.79089  0.0858
H  -6.61392  7.21318  -1.07506  0.0853
H  -7.42260  4.74471  -0.29403  0.1001
N  -5.38099  4.00213  3.28217  0.0022
C  -5.02372  4.17081  4.59255  -0.1404
C  -5.89760  3.44911  5.36044  -0.1098
C  -6.81722  2.81866  4.47887  -0.1012
C  -6.47079  3.17601  3.20368  -0.1369
H  -4.91757  4.42401  2.49818  0.1365
H  -4.18460  4.78786  4.86396  0.1045
H  -5.88120  3.38117  6.43509  0.0896
H  -7.63796  2.17631  4.75013  0.0922
H  -6.90556  2.91951  2.25300  0.0916
N  6.02334  -5.11948  0.11084  0.0090
C  6.91817  -4.38010  0.83555  -0.1342
C  7.26582  -3.29018  0.08373  -0.1166
C  6.55095  -3.37340  -1.14073  -0.1063
C  5.79071  -4.51067  -1.09341  -0.1454
H  5.60230  -5.97792  0.41489  0.1244
H  7.22867  -4.69248  1.81793  0.1052
H  7.95737  -2.51789  0.37600  0.0668
H  6.58958  -2.67643  -1.96128  0.0926
H  5.10927  -4.93901  -1.80789  0.1069
N  8.55878  -0.26364  1.91646  0.0014
C  9.45222  0.47911  2.63891  -0.1422
C  9.79848  1.56851  1.88586  -0.1133
C  9.08278  1.48148  0.66147  -0.1101
C  8.32607  0.34184  0.71107  -0.1505
H  8.13778  -1.12194  2.22281  0.1301
H  9.76336  0.16980  3.62177  0.1039
H  10.48736  2.34246  2.17954  0.0889
H  9.11937  2.17625  -0.16060  0.0893
H  7.64489  -0.08884  -0.00325  0.0969
N  4.10954  -9.18000  -2.03200  0.0008
C  4.73912  -8.23475  -1.26913  -0.1527
C  5.94910  -7.96108  -1.85245  -0.1192
C  6.04925  -8.77249  -3.01388  -0.1030
C  4.89953  -9.51077  -3.09760  -0.1383
H  3.20637  -9.57187  -1.83862  0.1438
H  4.27064  -7.84333  -0.38138  0.0981
H  6.68097  -7.25921  -1.49009  0.0821
H  6.87167  -8.80869  -3.70787  0.0922
H  4.57733  -10.23990  -3.82065  0.1068

Summary:
E_HOMO	-8.00	eV
multiplicity	1
HOMO-LUMO gap	0.3047	Eh



No. 2
This record from the OMol25 dataset describes C35H56N6O4Ti as an isolated structure in a non-equilibrium geometry. The level of theory is ωB97M-V with the def2-TZVPD basis set.

Each line ends with the Mulliken spin population.
Cartesian coordinates (Å):
Ti  1.00501  -0.29951  -0.26238  1.5220
C  -2.49599  -1.33679  -3.62536  -0.0006
C  -1.53775  -0.24256  -3.15359  0.0272
C  -2.32730  0.94697  -2.53119  -0.0156
C  -2.51158  1.23208  -1.03221  0.0343
C  -3.42231  0.20437  -0.37901  0.0067
C  -3.16304  2.61073  -0.95320  0.0018
N  -1.16960  1.28301  -0.37530  -0.0231
C  -1.00785  2.09394  0.85605  -0.0220
C  0.46545  2.15356  1.29077  0.1620
N  1.33852  2.48035  0.14190  -0.0002
C  1.06057  3.79489  -0.41688  0.0063
C  0.79418  3.79378  -1.90738  0.0025
O  1.14055  4.68019  -2.63685  0.0000
O  0.10991  2.73119  -2.35962  0.0051
C  2.78798  2.24471  0.38216  0.0284
C  3.40174  3.17110  1.42149  0.0007
C  3.55898  2.28273  -0.94632  -0.0170
C  3.65518  1.01501  -1.82383  0.0409
C  4.27193  1.46408  -3.15205  0.0027
C  4.52758  -0.05928  -1.16623  0.0206
N  2.27417  0.45303  -2.02665  0.0185
C  2.22774  -0.67506  -3.00460  -0.0043
C  0.79582  -0.92315  -3.48691  0.0456
N  -0.29061  -0.77430  -2.46434  -0.0587
C  -0.57217  -2.10043  -1.82202  0.0486
C  0.68655  -2.86201  -1.36199  -0.0006
O  0.79663  -4.03409  -1.64779  0.0153
O  1.54084  -2.14609  -0.67809  -0.0302
H  -3.21972  -0.87344  -4.29828  -0.0001
H  -3.05475  -1.79982  -2.80712  -0.0001
H  -1.99157  -2.12803  -4.18234  0.0004
H  -1.14519  0.20338  -4.06091  0.0009
H  -3.34013  0.85906  -2.93461  0.0002
H  -1.92249  1.86072  -2.96248  0.0003
H  -4.41585  0.25387  -0.83213  0.0004
H  -3.52974  0.37112  0.69563  0.0006
H  -3.04102  -0.81039  -0.52015  0.0002
H  -4.05155  2.60111  -1.58807  -0.0002
H  -2.49716  3.39565  -1.32326  -0.0003
H  -3.48297  2.86422  0.05975  0.0002
H  -0.98879  0.31907  -0.12271  0.1051
H  -0.19651  2.18811  -1.58961  0.0002
H  -1.60955  1.72195  1.68583  -0.0182
H  -1.36172  3.09586  0.63368  0.0009
H  0.76680  1.17556  1.66061  -0.0453
H  0.56309  2.85680  2.12586  -0.0100
H  1.87357  4.49949  -0.25788  0.0015
H  0.18065  4.23319  0.05695  0.0008
H  2.85453  1.23893  0.79129  -0.0036
H  3.48079  4.20419  1.06909  0.0007
H  4.41420  2.83171  1.65508  -0.0003
H  2.83501  3.16692  2.35487  -0.0006
H  4.59070  2.56646  -0.72781  -0.0011
H  3.16953  3.09699  -1.56632  -0.0044
H  5.16205  2.06810  -2.95505  0.0002
H  3.57080  2.08647  -3.71907  -0.0006
H  4.58432  0.62792  -3.77612  -0.0003
H  5.28544  0.40028  -0.52660  0.0030
H  5.05053  -0.65348  -1.91763  0.0014
H  3.95113  -0.75504  -0.55326  -0.0148
H  1.71764  1.20613  -2.42755  0.0081
H  2.66458  -1.55747  -2.55240  -0.0021
H  2.81271  -0.43924  -3.89233  0.0031
H  0.74573  -1.90810  -3.95906  -0.0003
H  0.59735  -0.18618  -4.26129  0.0008
H  -1.08867  -2.78351  -2.49028  0.0129
H  -1.19281  -1.92913  -0.94835  0.0094
C  -0.89311  -0.35812  5.10895  0.0003
C  -1.45921  0.24273  3.81821  0.0027
C  -2.50726  -0.64374  3.17981  -0.0100
C  -3.79728  -0.64932  3.70749  -0.0001
C  -4.75771  -1.52350  3.23003  0.0003
C  -4.41388  -2.42376  2.23093  -0.0005
C  -3.14111  -2.44458  1.66288  -0.0022
C  -2.86939  -3.48089  0.59200  0.0022
C  -1.83581  -4.55796  0.93490  -0.0018
C  -2.19709  -1.51192  2.12564  0.0211
N  -0.86654  -1.38468  1.56967  -0.0417
C  0.00838  -2.07292  2.23186  0.0226
C  1.41470  -1.86138  2.21772  0.0104
C  2.33265  -2.58244  2.96639  0.0139
C  3.55931  -1.91863  2.83348  -0.0003
C  3.29667  -0.82623  2.01027  0.0348
N  2.00425  -0.75968  1.61736  0.0538
H  -0.21428  0.33815  5.60629  -0.0001
H  -0.33108  -1.27239  4.90091  0.0000
H  -1.69371  -0.61157  5.80858  0.0000
H  -0.63803  0.41130  3.12536  0.0185
H  -1.90584  1.21631  4.03755  0.0002
H  -4.03602  0.03856  4.51354  0.0000
H  -5.75899  -1.52248  3.64325  0.0000
H  -5.14932  -3.13727  1.87197  0.0000
H  -2.59188  -3.00046  -0.34219  -0.0039
H  -3.82291  -3.97093  0.38558  -0.0003
H  -0.82627  -4.16051  1.01546  0.0022
H  -1.80337  -5.32044  0.15479  0.0000
H  -2.09003  -5.04738  1.87948  -0.0004
H  -0.33210  -2.83196  2.93958  0.0039
H  2.11601  -3.47629  3.53539  0.0004
H  4.51069  -2.17721  3.27340  0.0004
H  4.00747  -0.07030  1.69897  0.0077

Summary:
E_HOMO (spin up / spin down)	-6.28 / -7.52	eV
multiplicity	3
<S²>	2.003
HOMO-LUMO gap (spin up / spin down)	0.2466 / 0.2917	Eh



> What is the multiplicity in the first record?

1



> Which value of multiplicity does entry 2 give?

3